# 1
The following is a quantum chemistry calculation of a structure of composition C16H19F6MoN5O7S4, from the OMol25 dataset.

The geometry in XYZ format:
```
58
Properties=species:S:1:pos:R:3
Mo 0.496 -0.433 0.660
N -3.166 1.282 -6.169
C -3.030 1.021 -4.858
C -3.686 -0.087 -4.275
C -3.554 -0.351 -2.939
C -2.761 0.490 -2.145
C -2.102 1.596 -2.704
C -2.230 1.854 -4.041
S -2.638 0.190 -0.479
O -2.279 1.374 0.254
O -3.649 -0.689 0.006
N -1.177 -0.737 -0.240
C -0.900 -2.012 -0.773
N -1.620 -2.692 -1.609
C -1.088 -3.875 -1.967
C 0.142 -4.330 -1.510
C 0.840 -3.523 -0.630
N 0.295 -2.365 -0.255
H -3.778 0.731 -6.746
H -2.751 2.098 -6.582
H -4.313 -0.719 -4.891
H -4.070 -1.188 -2.490
H -1.521 2.259 -2.075
H -1.741 2.715 -4.476
H -1.676 -4.471 -2.653
H 0.541 -5.280 -1.830
H 1.808 -3.781 -0.221
F 3.977 1.868 -2.070
C 2.913 1.165 -1.782
F 2.061 1.876 -1.058
F 2.308 0.739 -2.873
S 3.486 -0.380 -0.833
O 2.291 -0.426 0.268
O 3.343 -1.500 -1.687
N 4.791 -0.182 -0.126
S 5.021 0.915 1.091
O 3.822 1.676 1.283
O 6.292 1.503 0.925
C 5.137 -0.238 2.538
F 5.605 0.442 3.563
F 5.916 -1.265 2.263
F 3.908 -0.696 2.839
C 1.138 2.686 4.056
C -0.037 1.761 4.348
S -1.066 1.585 2.887
O -0.037 0.763 1.946
C -2.310 0.369 3.339
C -1.821 -0.897 4.017
H 1.701 2.821 4.977
H 0.803 3.666 3.720
H 1.812 2.260 3.313
H -0.725 2.184 5.087
H 0.265 0.767 4.673
H -2.840 0.194 2.400
H -2.982 0.960 3.971
H -1.080 -1.426 3.417
H -2.676 -1.560 4.139
H -1.410 -0.707 5.006
```

- total charge = +2
- HOMO (spin up / spin down) (eV) = -13.450 / -13.449
- HOMO-LUMO gap (spin up / spin down) (eV) = 5.08 / 5.09


# 2
The following is a quantum chemistry calculation of a structure of composition C40H63CsN8P2SSi at a distorted geometry, from the OMol25 dataset.

The geometry in XYZ format:
```
116
Properties=species:S:1:pos:R:3
Cs 14.534 15.292 10.049
C 15.938 17.062 13.521
C 14.477 17.451 13.715
N 13.663 16.987 12.588
C 12.445 16.260 12.913
C 12.689 14.830 13.399
N 13.761 14.181 12.641
C 14.829 13.570 13.419
C 15.680 14.641 14.092
N 16.074 15.674 13.130
H 16.465 17.300 14.473
H 16.411 17.707 12.785
H 14.406 18.541 13.839
H 14.094 17.053 14.658
H 13.453 17.762 11.974
H 11.799 16.184 12.042
H 11.839 16.774 13.695
H 11.756 14.274 13.263
H 12.891 14.827 14.476
H 13.311 13.471 12.053
H 15.452 12.944 12.778
H 14.425 12.899 14.202
H 16.566 14.157 14.538
H 15.148 15.097 14.937
H 16.984 15.474 12.743
C 16.338 14.901 6.064
C 17.512 14.459 6.945
C 18.797 14.366 6.120
P 17.476 15.493 8.517
C 18.946 14.759 9.440
C 20.353 15.343 9.224
C 18.581 14.862 10.926
C 18.009 17.154 8.102
C 19.182 17.424 7.365
C 19.622 18.747 7.152
C 18.883 19.821 7.652
C 17.715 19.583 8.362
C 17.241 18.271 8.609
N 16.042 18.009 9.222
C 15.460 19.032 9.944
C 16.110 19.793 10.938
C 15.420 20.789 11.620
C 14.065 21.044 11.319
C 13.383 20.266 10.376
C 14.062 19.215 9.699
P 13.403 18.018 8.540
C 11.585 18.445 8.539
C 10.971 18.080 9.892
C 10.849 17.657 7.446
C 14.031 18.755 6.947
C 13.923 17.757 5.789
C 13.453 20.128 6.575
H 16.291 14.266 5.173
H 16.421 15.925 5.713
H 15.364 14.796 6.554
H 17.267 13.472 7.363
H 19.011 15.287 5.576
H 18.656 13.590 5.353
H 19.675 14.078 6.700
H 18.929 13.696 9.158
H 20.385 16.402 9.451
H 20.753 15.182 8.225
H 21.022 14.854 9.937
H 18.422 15.889 11.237
H 19.382 14.462 11.562
H 17.700 14.284 11.169
H 19.740 16.581 6.965
H 20.540 18.891 6.597
H 19.212 20.846 7.485
H 17.107 20.397 8.740
H 17.168 19.608 11.102
H 15.929 21.394 12.359
H 13.522 21.827 11.832
H 12.340 20.439 10.140
H 11.493 19.518 8.349
H 11.071 17.009 10.060
H 9.904 18.318 9.934
H 11.435 18.567 10.747
H 11.075 16.599 7.504
H 11.056 17.992 6.432
H 9.775 17.748 7.607
H 15.103 18.921 7.141
H 12.913 17.715 5.381
H 14.205 16.742 6.057
H 14.600 18.057 4.980
H 12.429 20.072 6.213
H 14.054 20.545 5.762
H 13.486 20.839 7.403
C 17.903 10.146 7.730
Si 16.183 9.553 8.237
C 15.807 8.059 7.116
C 16.158 8.879 10.005
C 14.858 10.838 7.895
C 13.800 10.686 6.996
C 12.893 11.738 6.799
C 13.089 12.937 7.473
N 14.109 13.117 8.337
C 14.957 12.091 8.577
S 16.175 12.266 9.757
H 18.575 9.293 7.696
H 18.286 10.883 8.421
H 17.892 10.588 6.737
H 16.574 7.304 7.294
H 15.834 8.342 6.067
H 14.841 7.607 7.337
H 16.760 7.978 10.051
H 15.148 8.606 10.294
H 16.524 9.613 10.714
H 13.677 9.752 6.455
H 12.047 11.632 6.135
H 12.424 13.784 7.337
N 6.993 16.354 10.441
C 7.941 15.655 10.353
N 8.813 14.698 10.201
C 10.094 14.720 10.325
N 11.271 14.564 10.378
```

- total charge = -2
- HOMO (eV) = -1.788
- HOMO-LUMO gap (eV) = 5.32


# 3
The following is a quantum chemistry calculation of a structure of composition C25H75HfN12O5P4 at a distorted geometry, from the OMol25 dataset.

The geometry in XYZ format:
```
122
Properties=species:S:1:pos:R:3
Hf -0.731 -2.887 0.893
C -1.136 0.562 -0.452
O -0.958 -0.688 0.161
H -1.718 0.373 -1.354
H -1.664 1.333 0.109
H -0.174 0.954 -0.784
O -1.018 -1.756 2.943
P -1.424 -0.954 4.113
N -0.350 0.337 4.427
C -0.488 1.242 5.537
C 0.496 0.972 3.364
N -1.512 -1.848 5.587
C -2.760 -2.577 5.980
C -0.279 -2.304 6.210
N -2.845 -0.107 3.952
C -3.740 0.463 4.984
C -3.459 0.104 2.629
H -1.215 2.004 5.254
H 0.470 1.705 5.774
H -0.848 0.646 6.376
H 1.307 1.612 3.711
H -0.162 1.643 2.812
H 0.876 0.111 2.816
H -3.424 -2.699 5.124
H -2.601 -3.567 6.406
H -3.229 -2.044 6.807
H 0.503 -1.632 5.856
H -0.282 -2.203 7.295
H -0.067 -3.324 5.888
H -3.406 0.245 5.998
H -3.828 1.545 4.889
H -4.761 0.111 4.835
H -4.415 -0.396 2.474
H -2.714 -0.148 1.874
H -3.481 1.171 2.407
O 3.212 4.146 -2.077
P 1.816 4.335 -2.538
N 1.060 2.823 -2.921
C -0.347 2.760 -3.390
C 1.840 1.708 -3.548
N 1.633 5.154 -4.023
C 0.339 5.854 -4.327
C 2.759 5.812 -4.690
N 0.741 5.140 -1.408
C 0.242 4.376 -0.278
C 0.994 6.559 -1.145
H -0.834 3.610 -2.913
H -0.833 1.823 -3.116
H -0.308 2.817 -4.478
H 1.874 1.833 -4.631
H 1.301 0.777 -3.370
H 2.841 1.557 -3.145
H 0.334 6.813 -3.809
H 0.369 5.993 -5.408
H -0.475 5.208 -3.997
H 2.417 6.169 -5.661
H 3.107 6.652 -4.089
H 3.590 5.111 -4.777
H -0.615 4.922 0.117
H 0.066 3.342 -0.573
H 1.115 4.319 0.372
H 0.100 7.040 -0.750
H 1.419 7.024 -2.035
H 1.657 6.684 -0.289
O -1.775 -3.053 -1.279
P -2.533 -2.866 -2.580
N -1.934 -1.588 -3.592
C -2.648 -1.182 -4.860
C -0.472 -1.408 -3.743
N -4.191 -2.399 -2.407
C -5.263 -2.816 -3.308
C -4.562 -1.483 -1.334
N -2.502 -4.225 -3.561
C -3.059 -5.441 -2.852
C -1.429 -4.485 -4.447
H -2.001 -0.475 -5.379
H -3.649 -0.771 -4.728
H -2.772 -2.094 -5.443
H -0.131 -2.030 -4.571
H 0.157 -1.637 -2.883
H -0.388 -0.348 -3.980
H -5.912 -1.961 -3.497
H -4.912 -3.315 -4.212
H -5.960 -3.486 -2.806
H -5.614 -1.233 -1.197
H -4.210 -1.879 -0.381
H -4.164 -0.491 -1.546
H -3.679 -5.986 -3.564
H -2.262 -6.103 -2.515
H -3.682 -5.229 -1.983
H -0.506 -4.561 -3.871
H -1.243 -3.669 -5.145
H -1.602 -5.318 -5.128
O 1.415 -2.211 1.543
P 2.769 -1.540 1.466
N 4.049 -2.591 0.977
C 4.040 -3.964 1.477
C 5.406 -2.191 0.515
N 3.350 -0.919 2.961
C 4.716 -0.289 3.245
C 2.917 -1.613 4.208
N 2.910 -0.248 0.403
C 2.763 1.144 0.822
C 2.753 -0.429 -1.022
H 4.606 -4.641 0.838
H 2.988 -4.240 1.556
H 4.528 -4.015 2.450
H 5.366 -1.177 0.115
H 5.942 -2.949 -0.055
H 6.125 -2.088 1.327
H 5.192 0.056 2.327
H 4.762 0.502 3.994
H 5.352 -1.078 3.647
H 3.620 -2.334 4.625
H 2.715 -0.841 4.950
H 2.038 -2.245 4.081
H 1.714 1.284 1.082
H 3.449 1.464 1.606
H 2.998 1.762 -0.045
H 1.706 -0.301 -1.296
H 2.938 -1.414 -1.450
H 3.390 0.277 -1.555
```

- total charge = +3
- HOMO (eV) = -13.560
- HOMO-LUMO gap (eV) = 1.75


# 4
The following is a quantum chemistry calculation of an isolated molecule of C4H10N2S at a distorted geometry, from the OMol25 dataset.

The geometry in XYZ format:
```
17
Properties=species:S:1:pos:R:3
C -0.073 -0.120 0.260
C -1.267 0.656 -0.204
C 0.510 -1.209 -0.646
C 1.324 0.540 0.077
H -0.502 0.025 2.354
H -0.748 -1.414 1.738
H -1.479 1.425 0.547
H -2.139 0.026 -0.241
H -2.060 2.240 -1.920
H 0.252 -0.993 -1.737
H 0.276 -2.254 -0.454
H 2.064 -1.234 0.568
H 1.293 1.277 -0.726
H 1.824 1.051 0.942
N -0.140 -0.610 1.652
N 1.880 -0.791 -0.317
S -1.015 1.386 -1.891
```

- HOMO (eV) = -8.876
- HOMO-LUMO gap (eV) = 9.61


# 5
The following is a quantum chemistry calculation of the ion C6H9N3O4P with charge -1 at a distorted geometry, from the OMol25 dataset.

The geometry in XYZ format:
```
23
Properties=species:S:1:pos:R:3
C -3.106 0.089 -2.008
C -1.565 -1.043 -1.074
C 0.956 -0.753 -0.852
C 1.457 1.362 0.006
C -0.373 -1.295 -0.282
C -0.203 -1.979 0.836
N -1.940 0.243 -1.357
N -3.410 -1.167 -2.108
N -2.413 -1.908 -1.583
O 0.747 3.574 1.426
O -1.104 2.402 -0.048
O 0.964 0.629 -1.166
O -0.348 1.446 2.099
P 0.075 2.352 0.805
H -3.572 0.935 -2.305
H 1.778 -1.059 -0.155
H 1.194 -1.187 -1.758
H 1.820 0.723 0.932
H 2.179 2.011 -0.304
H 0.338 1.561 2.657
H 0.751 -2.204 1.271
H -1.077 -2.230 1.374
H -1.647 1.181 -0.810
```

- total charge = -1
- HOMO (eV) = -5.751
- HOMO-LUMO gap (eV) = 9.15


# 6
The following is a quantum chemistry calculation of a structure of composition C20H16FN11O2ReS, from the OMol25 dataset.

The geometry in XYZ format:
```
52
Properties=species:S:1:pos:R:3
Re -1.523 0.242 -0.532
N -3.590 -2.400 -1.080
C -2.247 -2.633 -1.213
N -1.707 -3.805 -1.420
N -0.373 -3.561 -1.456
N -0.124 -2.323 -1.273
N -1.315 -1.672 -1.107
C -4.150 -1.195 -0.801
N -5.434 -0.978 -0.726
N -5.545 0.353 -0.443
N -4.416 0.913 -0.341
N -3.449 -0.051 -0.569
H -4.217 -3.181 -1.196
C 5.233 -3.085 0.757
C 3.882 -2.526 1.111
C 2.918 -3.317 1.731
C 1.674 -2.807 2.051
C 1.394 -1.481 1.753
C 2.331 -0.672 1.133
C 3.571 -1.201 0.817
S -0.195 -0.890 2.199
O -0.167 -0.345 3.523
O -1.171 -1.891 1.872
N -0.454 0.372 1.138
C -0.785 1.678 1.548
C -0.415 2.433 2.645
C -0.956 3.707 2.726
C -1.832 4.178 1.755
C -2.145 3.357 0.693
N -1.613 2.143 0.596
H 5.270 -4.161 0.918
H 6.013 -2.625 1.367
H 5.475 -2.890 -0.288
H 3.138 -4.355 1.950
H 0.918 -3.436 2.501
H 2.092 0.353 0.880
H 4.305 -0.577 0.322
H 0.240 2.030 3.399
H -0.698 4.340 3.565
H -2.272 5.162 1.825
H -2.832 3.650 -0.089
F 2.092 3.461 -4.168
C 1.206 2.719 -3.486
C -0.075 3.220 -3.303
C -0.971 2.466 -2.569
C -0.609 1.212 -2.061
C 0.675 0.707 -2.324
C 1.597 1.487 -3.007
H -0.334 4.183 -3.719
H -1.968 2.853 -2.396
H 0.960 -0.288 -2.001
H 2.598 1.127 -3.205
```

- HOMO (spin up / spin down) (eV) = -8.929 / -8.819
- HOMO-LUMO gap (spin up / spin down) (eV) = 7.73 / 7.23
- 2S+1 = 2


What are the M values for these records? In order: 731.552, 911.006, 926.340, 118.205, 218.129, 679.695 g mol⁻¹.
What are the E values for these records? In order: -3681.0343, -3390.6772, -3443.3631, -666.0547, -1040.7280, -2100.8270 Eh.
What are the energy above the lowest of the compared OMol25 structures with the same formula, charge and spin values for these records? In order: 0.130, 0.000, 0.000, 1.313, 1.492, 0.000 eV.